Entry 1:
{"formula": "CH6S3", "method": "ωB97M-V with the def2-TZVPD basis set", "smiles": "CS.SS", "de_lowest_kcal_mol": 14.23, "orbital_gap_ev": 8.95, "symbols": ["C", "S", "H", "H", "H", "H", "S", "S", "H", "H"], "positions_angstrom": [[1.70885, -1.37785, 0.52672], [1.44864, 0.06791, -0.55329], [2.44970, -2.03247, 0.06647], [0.76292, -2.05854, 0.52072], [1.86380, -1.17250, 1.60859], [0.16471, -0.13199, -0.61683], [-2.37623, 1.32934, 0.63176], [-2.20504, 2.21808, -1.30183], [-2.64217, 0.15267, 0.04935], [-1.17517, 3.00534, -0.93166]], "mulliken_charge": [-0.7432, -0.1098, 0.2830, 0.2363, 0.2766, 0.0753, -0.1726, -0.1819, 0.1601, 0.1763]}



Entry 2:
{"formula": "CH6Si2", "method": "ωB97M-V with the def2-TZVPD basis set", "de_lowest_kcal_mol": 16.91, "orbital_gap_ev": 7.78, "symbols": ["C", "Si", "Si", "H", "H", "H", "H", "H", "H"], "positions_angstrom": [[-0.52118, -0.51856, 0.32980], [-1.98799, 0.19392, -0.69069], [1.19306, 0.21535, -0.16264], [-0.65549, -0.67474, 1.45291], [-0.63566, -1.53821, -0.01857], [-2.23884, 1.41359, 0.14321], [1.84218, -0.89612, -1.20145], [1.35913, 1.40958, -1.01065], [1.64478, 0.39518, 1.15808]], "mulliken_charge": [-0.7831, 0.0487, 0.3670, 0.3593, 0.3536, -0.0792, -0.0594, -0.1074, -0.0995]}



Entry 3:
{"formula": "CH7ClN2Si2", "method": "ωB97M-V with the def2-TZVPD basis set", "de_lowest_kcal_mol": 54.42, "orbital_gap_ev": 6.75, "symbols": ["C", "N", "N", "Si", "Si", "Cl", "H", "H", "H", "H", "H", "H", "H"], "positions_angstrom": [[0.62902, -1.56718, 0.58618], [-0.10923, 1.33249, -0.38264], [-2.36788, -0.11219, -0.45753], [-1.87378, 1.31656, 0.31315], [0.38237, -0.28973, -0.82468], [-3.84649, -0.85081, 0.10426], [1.08875, -2.52078, 0.40228], [1.26034, -1.18132, 1.42786], [-0.42102, -1.65119, 1.14395], [-0.23900, 1.92192, -1.28777], [-1.67975, 1.62203, 1.70516], [-2.26142, 2.55502, -0.23150], [1.20451, -0.37290, -1.93570]], "mulliken_charge": [-0.9483, -0.4083, -0.3378, 0.4623, 0.6033, -0.2299, 0.3658, 0.3274, 0.2749, 0.2894, -0.1235, -0.1912, -0.0842]}



Entry 4:
{"formula": "CH7ClOSi2", "method": "ωB97M-V with the def2-TZVPD basis set", "de_lowest_kcal_mol": 65.53, "orbital_gap_ev": 8.70, "symbols": ["C", "O", "Si", "Si", "Cl", "H", "H", "H", "H", "H", "H", "H"], "positions_angstrom": [[-2.16377, 0.66664, 0.05699], [-1.51160, -1.19045, 2.11140], [2.70475, -0.29335, -1.15341], [-1.59138, -1.23239, 0.50668], [1.79577, 0.75362, 0.33737], [-2.38915, 1.31197, 0.85253], [-1.22514, 1.19167, -0.31598], [-2.94962, 0.87022, -0.76904], [-1.57533, -0.47001, 2.76602], [3.84348, -1.18655, -0.62394], [3.38634, 0.72897, -2.06965], [1.67564, -1.15034, -1.69897]], "mulliken_charge": [-0.9955, -0.3680, 0.4749, 0.1725, -0.2199, 0.3539, 0.1961, 0.2922, 0.3465, -0.0786, -0.0748, -0.0994]}



Entry 5:
{"formula": "CH7ClOSi2", "method": "ωB97M-V with the def2-TZVPD basis set", "smiles": "C[SiH2]Cl.O=[SiH2]", "de_lowest_kcal_mol": 68.40, "orbital_gap_ev": 10.20, "symbols": ["C", "Si", "Cl", "H", "H", "H", "H", "H", "O", "Si", "H", "H"], "positions_angstrom": [[0.82996, 1.22231, -0.11790], [-1.00111, 1.13888, 0.52842], [-2.30834, 1.38655, -0.96185], [1.59640, 0.83003, 0.52905], [0.89272, 0.98122, -1.12640], [0.98712, 2.31649, -0.05686], [-1.28691, 2.27918, 1.27727], [-1.52476, -0.04047, 1.25906], [1.13679, -1.98622, 1.01284], [0.48222, -2.43916, -0.28586], [-0.56668, -3.53239, -0.34935], [0.76259, -2.15641, -1.70842]], "mulliken_charge": [-1.1055, 0.6503, -0.2515, 0.3505, 0.3585, 0.3335, -0.1992, -0.1273, -0.3958, 0.4942, -0.0582, -0.0496]}



Entry 6:
{"formula": "CH7InN", "method": "ωB97M-V with the def2-TZVPD basis set", "total_charge": -1, "orbital_gap_ev": 7.57, "symbols": ["C", "In", "N", "H", "H", "H", "H", "H", "H", "H"], "positions_angstrom": [[1.72075, -0.35681, 0.02443], [-0.29856, 0.63089, -0.00062], [-1.92396, -0.71197, -0.36912], [2.33644, 0.09907, -0.75189], [1.72580, -1.43920, -0.09475], [2.21186, -0.10621, 0.96707], [-0.31304, 1.84807, -1.31419], [-0.56405, 1.42414, 1.59012], [-2.16167, -1.26954, 0.44025], [-2.73357, -0.11845, -0.49130]], "mulliken_charge": [-1.0934, 0.5357, -0.7170, 0.2250, 0.2455, 0.2311, -0.3404, -0.3404, 0.1218, 0.1322]}



Entry 7:
{"formula": "CH7N2O", "method": "ωB97M-V with the def2-TZVPD basis set", "total_charge": -1, "de_lowest_kcal_mol": 9.76, "orbital_gap_ev": 7.38, "symbols": ["N", "H", "H", "H", "N", "C", "O", "H", "H", "H", "H"], "positions_angstrom": [[-0.53387, 1.08630, 1.65703], [0.07589, 1.41026, 2.38668], [-0.26619, 1.53085, 0.79150], [-0.33432, 0.11198, 1.44553], [-0.30601, -1.29055, -0.40443], [0.28701, -0.03527, -1.02042], [1.44202, 0.29675, -0.47375], [0.52834, -1.82120, -0.14931], [-0.71026, -1.85399, -1.15456], [-0.54506, 0.72454, -0.93504], [0.36245, -0.15968, -2.14324]], "mulliken_charge": [-0.7790, 0.1986, 0.2703, 0.3907, -0.6664, -0.5228, -0.8061, 0.1859, 0.2885, 0.1910, 0.2493]}



Entry 8:
{"formula": "CH7N2O3", "method": "ωB97M-V with the def2-TZVPD basis set", "smiles": "N[C@H]([NH3+])OOO", "total_charge": 1, "de_lowest_kcal_mol": 86.57, "orbital_gap_ev": 12.23, "symbols": ["N", "C", "N", "O", "O", "O", "H", "H", "H", "H", "H", "H", "H"], "positions_angstrom": [[1.19015, -1.02905, 0.15242], [0.00956, -0.35558, -0.18184], [0.54674, 1.03425, 0.27733], [-1.02355, -0.56154, 0.66891], [-2.13111, 0.32166, 0.41936], [-2.99801, -0.25265, -0.46212], [1.41635, -1.71032, -0.51851], [1.28395, -1.51338, 1.04028], [-0.45431, -0.15200, -1.26160], [0.98193, 0.87088, 1.14252], [0.00308, 1.87930, 0.35308], [1.12666, 1.48262, -0.43540], [-3.63079, -0.79704, 0.03123]], "mulliken_charge": [-0.5608, 0.1875, -0.3466, -0.2235, -0.0599, -0.2804, 0.2644, 0.2530, 0.4240, 0.2916, 0.3408, 0.3441, 0.3659]}



Entry 9:
{"formula": "CH7N2O3P", "method": "ωB97M-V with the def2-TZVPD basis set", "smiles": "NP(N)(=O)OCO", "de_lowest_kcal_mol": 2.32, "orbital_gap_ev": 10.48, "symbols": ["N", "P", "N", "O", "O", "C", "O", "H", "H", "H", "H", "H", "H", "H"], "positions_angstrom": [[-1.29950, -1.12994, -0.97405], [-1.00297, 0.20007, 0.01842], [-0.59823, -0.41531, 1.49490], [-2.06044, 1.22896, 0.05476], [0.27632, 0.74160, -0.80681], [1.58363, 0.39327, -0.58497], [2.17551, 1.31357, 0.29431], [-1.41615, -0.79954, -1.97773], [-2.09905, -1.73683, -0.82101], [-1.30625, -0.25535, 2.21365], [0.35384, -0.53225, 1.86607], [2.16093, 0.43154, -1.66815], [1.56214, -0.62743, -0.19008], [1.67021, 1.18764, 1.08068]], "mulliken_charge": [-0.5604, 0.8749, -0.4708, -0.6532, -0.2824, -0.3940, -0.4717, 0.2615, 0.2720, 0.2515, 0.2469, 0.2036, 0.4014, 0.3209]}



Entry 10:
{"formula": "CH7N2OPSi", "method": "ωB97M-V with the def2-TZVPD basis set", "smiles": "[H]/N=C(\\N)O[SiH2]P", "de_lowest_kcal_mol": 8.41, "orbital_gap_ev": 10.20, "symbols": ["H", "N", "C", "N", "O", "Si", "P", "H", "H", "H", "H", "H", "H"], "positions_angstrom": [[-0.35601, -0.82361, -2.39711], [-0.02224, -0.68815, -1.43610], [0.37442, 0.48519, -1.13124], [0.38087, 1.68030, -1.80043], [0.76115, 0.71876, 0.17010], [0.50092, -0.53010, 1.27524], [-1.59846, -0.39615, 1.94881], [0.75200, 1.48475, -2.71484], [0.69797, 2.29249, -1.09224], [1.09183, -1.64966, 0.74424], [1.34890, 0.11426, 2.28238], [-2.52607, -1.32637, 1.03789], [-1.40527, -1.36171, 3.11332]], "mulliken_charge": [0.2041, -0.6912, 0.7100, -0.4861, -0.3716, 0.3948, -0.2325, 0.2560, 0.2943, -0.1159, -0.1347, 0.1013, 0.0714]}



Entry 11:
{"formula": "CH7N2PS", "method": "ωB97M-V with the def2-TZVPD basis set", "smiles": "CSP(N)N", "de_lowest_kcal_mol": 37.30, "orbital_gap_ev": 7.99, "symbols": ["C", "S", "P", "N", "N", "H", "H", "H", "H", "H", "H", "H"], "positions_angstrom": [[2.42954, 0.09218, -0.49602], [0.56892, -0.22879, -0.12993], [-1.86755, 0.06585, -0.77340], [-2.39645, -1.26945, 0.13086], [-2.07745, 1.33849, 0.34696], [2.73022, 0.04378, -1.53393], [2.51365, 1.14832, -0.11595], [3.00757, -0.62992, 0.05271], [-1.89441, -1.17201, 0.99178], [-2.40054, -2.12021, -0.28236], [-2.19831, 0.90777, 1.22650], [-1.37259, 2.09256, 0.26183]], "mulliken_charge": [-0.6994, -0.3707, 0.2864, -0.5073, -0.4904, 0.2731, 0.1976, 0.2369, 0.2593, 0.2449, 0.2690, 0.3007]}



Entry 12:
{"formula": "CH7N2S", "method": "ωB97M-V with the def2-TZVPD basis set", "total_charge": -1, "de_lowest_kcal_mol": 4.00, "orbital_gap_ev": 7.32, "symbols": ["S", "H", "N", "C", "N", "H", "H", "H", "H", "H", "H"], "positions_angstrom": [[-2.02344, -0.09223, 1.53086], [-3.25931, -0.32638, 1.97824], [0.20741, 1.10295, -0.98598], [1.15399, 0.25482, -0.26156], [0.76927, -1.13698, 0.00102], [-0.39661, 1.55792, -0.30067], [-0.46919, 0.48593, -1.41204], [1.29961, 0.72402, 0.72026], [2.13139, 0.24893, -0.74921], [0.80354, -1.70921, -0.83417], [-0.21667, -1.10978, 0.31324]], "mulliken_charge": [-0.8455, -0.0619, -0.7038, -0.4067, -0.5308, 0.3145, 0.2736, 0.2878, 0.3067, 0.2173, 0.1486]}



Entry 13:
{"formula": "CH7N2S2", "method": "ωB97M-V with the def2-TZVPD basis set", "total_charge": 1, "de_lowest_kcal_mol": 106.38, "orbital_gap_ev": 5.62, "symbols": ["C", "N", "N", "S", "S", "H", "H", "H", "H", "H", "H", "H"], "positions_angstrom": [[0.56411, -0.61300, -1.17430], [-0.11063, -1.44070, -0.26116], [1.14049, 0.57280, -0.48452], [-1.23000, 0.91320, 1.40856], [-0.12523, -2.96557, -0.30155], [1.46622, -0.93938, -1.69738], [-0.18659, -0.24598, -1.79906], [-2.41143, 1.50968, 1.34744], [0.55656, 1.24251, -0.14310], [1.79300, 0.44924, 0.25926], [-0.58725, 2.17068, 1.26134], [-0.95054, -3.16463, 0.72285]], "mulliken_charge": [-0.3083, 0.0354, -0.4102, -0.3661, 0.2537, 0.4525, 0.3257, 0.2028, 0.0881, 0.2933, 0.1676, 0.2653]}



Entry 14:
{"formula": "CH7N3", "method": "ωB97M-V with the def2-TZVPD basis set", "total_charge": -1, "spin_multiplicity": 2, "de_lowest_kcal_mol": 12.66, "s_squared": 0.7505, "orbital_gap_ev": [3.11, 8.73], "symbols": ["N", "H", "H", "H", "N", "C", "N", "H", "H", "H", "H"], "positions_angstrom": [[-0.27641, 2.86521, -1.90642], [0.44549, 2.72519, -2.62205], [-0.31487, 2.01423, -1.26418], [0.02189, 3.59308, -1.31467], [-0.82582, -1.21665, 1.39105], [0.34794, -1.62430, 0.99095], [0.60839, -2.22706, -0.15001], [-0.93710, -0.64961, 2.32658], [-1.54899, -1.19217, 0.67132], [1.02549, -1.46777, 1.79768], [1.45399, -2.82014, 0.07977]], "lowdin_spin": [0.0769, 0.0101, 0.0431, 0.0147, 0.1651, 0.3196, 0.0153, 0.2071, 0.0474, 0.0774, 0.0232]}



Entry 15:
{"formula": "CH7N3", "method": "ωB97M-V with the def2-TZVPD basis set", "smiles": "[H]/N=C/N.N", "de_lowest_kcal_mol": 8.78, "orbital_gap_ev": 10.26, "symbols": ["H", "N", "C", "N", "H", "H", "H", "N", "H", "H", "H"], "positions_angstrom": [[-1.32466, 2.06492, 1.19039], [-1.11420, 1.07720, 1.30648], [-1.66461, 0.45484, 0.33944], [-1.29592, -0.86639, 0.08726], [-2.48033, 0.77085, -0.31461], [-1.43891, -1.12375, -0.87537], [-0.37915, -1.03371, 0.47457], [3.34846, -0.44189, -1.34339], [2.58521, 0.24062, -1.34653], [3.82239, -0.15013, -0.49249], [2.92360, -1.34357, -1.16161]], "mulliken_charge": [0.2325, -0.6493, 0.0881, -0.5281, 0.3219, 0.2463, 0.2884, -0.6839, 0.2334, 0.2256, 0.2250]}



Entry 16:
{"formula": "CH7N3OP", "method": "ωB97M-V with the def2-TZVPD basis set", "total_charge": 1, "de_lowest_kcal_mol": 39.34, "orbital_gap_ev": 9.06, "symbols": ["C", "N", "N", "N", "O", "P", "H", "H", "H", "H", "H", "H", "H"], "positions_angstrom": [[-1.31637, 0.09354, -0.14929], [-2.35531, -0.31695, -0.84856], [-0.27793, -0.66865, 0.20955], [0.84221, 0.00698, 0.83823], [-1.16794, 1.35104, 0.25641], [2.74000, 0.10387, -0.56987], [-2.49518, -1.30784, -0.86231], [-3.17932, 0.29046, -0.98705], [-0.12549, -1.55345, -0.22517], [1.23746, -0.68515, 1.47039], [-0.19381, 1.26419, 0.62564], [2.61331, 1.40618, -0.26514], [3.67837, 0.01579, 0.50719]], "mulliken_charge": [0.4983, -0.3522, 0.0320, -0.8268, -0.4372, 0.1891, 0.2568, 0.2875, 0.2402, 0.3176, 0.5525, 0.1138, 0.1284]}



Entry 17:
{"formula": "CH7N4", "method": "ωB97M-V with the def2-TZVPD basis set", "total_charge": 1, "de_lowest_kcal_mol": 76.50, "orbital_gap_ev": 7.17, "symbols": ["C", "N", "N", "N", "N", "H", "H", "H", "H", "H", "H", "H"], "positions_angstrom": [[-0.39531, 1.42832, -0.36216], [1.02009, 0.01993, 0.37661], [0.16790, 0.27787, -0.39846], [2.17563, -0.58680, 0.16899], [-1.59315, -1.23457, 0.15398], [0.27199, 2.30494, 0.06911], [-1.31235, 1.58050, -0.98984], [2.80025, -0.68458, 0.97612], [2.52618, -0.68212, -0.80436], [-2.00585, -1.57445, -0.78814], [-2.19513, -0.48921, 0.44104], [-1.21912, -1.78476, 0.90090]], "mulliken_charge": [-0.1596, 0.1246, 0.1104, -0.2965, -0.7169, 0.2751, 0.3236, 0.3043, 0.2796, 0.2665, 0.2474, 0.2414]}



Entry 18:
{"formula": "CH7N4", "method": "ωB97M-V with the def2-TZVPD basis set", "total_charge": 1, "de_lowest_kcal_mol": 77.89, "orbital_gap_ev": 7.67, "symbols": ["C", "N", "N", "N", "N", "H", "H", "H", "H", "H", "H", "H"], "positions_angstrom": [[-0.22791, 1.01985, 0.85953], [0.17253, 2.22662, 0.86939], [-0.46358, -0.96289, -1.52713], [0.58284, -0.93475, -0.77568], [0.70084, -1.76096, 0.16660], [-0.87989, 0.91180, 1.69130], [-0.20465, 3.02653, 1.49733], [-0.36337, -0.50362, -2.45694], [-1.20070, -1.75512, -1.70440], [-0.16944, -2.44147, 0.29692], [1.38284, -1.53111, 0.85871], [0.67049, 2.70513, 0.22437]], "mulliken_charge": [-0.2884, -0.2866, -0.2425, 0.1678, -0.2105, 0.1795, 0.2562, 0.3067, 0.3050, 0.2955, 0.3079, 0.2095]}



Entry 19:
{"formula": "CH7N5O2", "method": "ωB97M-V with the def2-TZVPD basis set", "smiles": "[H]/N=C(\\NN)NN(O)O", "de_lowest_kcal_mol": 63.15, "orbital_gap_ev": 9.99, "symbols": ["H", "N", "C", "N", "N", "N", "N", "O", "O", "H", "H", "H", "H", "H", "H"], "positions_angstrom": [[2.85788, 0.49205, 0.25402], [2.08402, 1.06002, -0.07434], [0.93507, 0.54749, 0.12303], [0.70277, -0.71917, 0.69006], [-0.35627, -0.97390, 1.60716], [-0.16518, 1.13164, -0.48798], [-1.00819, 0.27325, -1.48821], [-2.04310, -0.05436, -0.58897], [-0.43838, -0.87378, -1.92345], [1.55319, -1.15936, 1.02285], [-0.35073, -0.28721, 2.36105], [-1.24582, -0.89403, 1.12383], [0.10509, 2.01536, -0.90457], [-2.42287, 0.88655, -0.55640], [-0.20748, -1.44456, -1.15806]], "mulliken_charge": [0.2050, -0.7639, 0.4173, -0.1941, -0.6031, -0.1652, 0.0219, -0.4638, -0.3346, 0.2590, 0.2391, 0.3320, 0.2768, 0.4086, 0.3650]}



Entry 20:
{"formula": "CH7N6", "method": "ωB97M-V with the def2-TZVPD basis set", "smiles": "NNN1C=[NH+]NN1", "total_charge": 1, "de_lowest_kcal_mol": 125.93, "orbital_gap_ev": 9.24, "symbols": ["N", "N", "N", "C", "N", "N", "N", "H", "H", "H", "H", "H", "H", "H"], "positions_angstrom": [[1.51465, -1.25084, -1.31801], [0.78050, -0.11103, -1.32272], [0.09209, 0.04416, -0.11724], [-0.65226, -0.73781, 0.67833], [-1.43417, 0.03105, 1.39014], [-1.28505, 1.42192, 1.01121], [-0.14093, 1.36576, 0.20366], [2.60590, -1.26478, -1.39407], [1.29997, -1.83321, -2.09419], [1.12280, 0.78807, -1.41564], [-0.45923, -1.86404, 0.79466], [-1.98061, -0.16972, 2.22268], [-2.03152, 1.89911, 0.50071], [0.56787, 1.68137, 0.86047]], "mulliken_charge": [-0.5311, -0.1918, 0.5104, -0.0445, -0.0403, -0.3117, -0.4227, 0.2765, 0.2583, 0.2617, 0.4094, 0.2450, 0.2839, 0.2968]}